1.
Computed, not measured: a molecular structure, C12H16F24N6O17S8, with ωB97M-V/def2-TZVPD.

The geometry in XYZ format:
```
83
Properties=species:S:1:pos:R:3:forces:R:3
N -0.9606 -1.8832 0.6455 -1.0642 -0.6331 0.5601
H -1.7714 -1.9864 0.0070 0.4088 0.5418 -0.3100
H -1.3640 -1.5551 1.5517 0.1679 -0.3624 -0.5915
H -0.3094 -1.1606 0.3563 -0.0031 -0.2293 -0.5070
H -0.5613 -2.8617 0.6685 0.2408 0.6961 0.0778
C 0.4799 5.7187 -1.9069 -0.4253 0.1903 0.0021
C 1.5315 5.0354 -1.0548 0.5458 0.2995 -0.3478
C 0.9215 4.4001 0.1681 -0.0072 0.0709 0.6337
O 0.1295 3.3746 -0.3367 0.1090 -0.1115 -0.2017
C -0.6076 2.6548 0.6226 -1.3658 -0.5057 0.6725
N 2.2302 3.9525 -1.8326 0.3268 -0.0588 0.1156
H 3.0272 3.5425 -1.2550 -0.6379 -0.3047 0.0614
H 1.5453 3.2112 -2.0391 0.2153 -0.0256 0.1022
H 2.6661 4.2943 -2.6871 -0.3529 0.0604 -0.0815
H 0.3606 6.7420 -1.5493 0.0650 0.0493 -0.1557
H -0.4940 5.2423 -1.7975 0.1037 -0.2061 -0.0235
H 0.7125 5.7313 -2.9730 0.1641 0.1276 0.0430
H 2.3237 5.7303 -0.7838 -0.1360 0.0355 0.0534
H 0.3437 5.1728 0.7025 -0.1203 -0.0895 -0.1331
H 1.6583 4.0304 0.8955 0.0958 -0.0903 -0.2390
H -1.4155 3.2568 1.0632 0.2712 0.2127 -0.0365
H -0.0272 2.2235 1.4393 0.3943 0.1797 -0.1914
H -1.1364 1.8435 0.1227 0.2967 -0.0026 -0.2330
C -4.6487 -3.3402 -3.1700 0.5469 0.5385 -1.2019
F -3.9669 -4.4642 -3.0017 -0.2294 0.0435 0.1509
F -4.9560 -3.2266 -4.4809 -0.0654 -0.1817 0.1206
F -5.7818 -3.3629 -2.4936 -0.2516 -0.3153 0.3819
S -3.6899 -1.8569 -2.6414 0.6465 -1.1315 -0.2133
O -4.6283 -0.7865 -2.6049 -0.3242 0.4582 -0.4639
O -3.1457 -2.2814 -1.3873 -0.0140 -0.3394 0.8329
N -2.5437 -1.8099 -3.8060 -0.4522 0.6619 1.0817
S -1.5359 -0.6571 -3.3517 -0.4439 0.8543 -0.1019
O -1.9924 0.6650 -3.6924 0.2403 0.0163 -0.4231
O -1.0382 -0.7806 -2.0126 0.6718 -0.2288 0.2567
C -0.0555 -0.8993 -4.4267 -0.2720 0.2967 -0.1991
F 0.4057 -2.1367 -4.4447 0.0415 0.0075 -0.0398
F -0.3171 -0.4970 -5.6832 0.0910 -0.3126 0.1169
F 0.8931 -0.0760 -3.9434 -0.0154 -0.2718 -0.1307
C 5.1694 4.7400 0.5012 0.0786 -0.3409 -0.4015
F 5.5921 4.7772 -0.7771 -0.1782 0.1730 0.0407
F 6.0923 5.3135 1.2568 0.0750 0.0329 0.1424
F 4.0484 5.4673 0.5887 -0.0899 0.1058 -0.0151
S 4.9217 2.9900 1.0355 0.8156 0.3072 -1.1499
O 6.2288 2.4392 0.9001 0.3120 -0.0852 -0.1062
O 4.3604 3.0948 2.3354 -0.6562 0.0348 0.4011
N 3.9208 2.4990 -0.1779 0.4080 0.7392 1.0584
S 3.2526 1.1355 0.3210 0.1390 -2.1370 1.0508
O 4.2318 0.1337 0.6268 0.4340 0.1643 -0.1858
O 2.2371 1.2981 1.3138 -0.6400 0.5617 -0.4818
C 2.4657 0.4157 -1.1805 -0.4603 0.5865 0.1181
F 1.3330 1.0824 -1.4690 0.1119 0.0366 -0.1604
F 3.2761 0.4889 -2.2347 0.0055 -0.1350 -0.0635
F 2.1594 -0.8315 -0.8964 0.0999 0.0492 -0.1968
C 2.4969 -4.6525 1.1761 0.2042 -0.4012 -0.6501
F 3.6345 -5.3274 0.9452 0.0709 0.0635 0.0740
F 1.9851 -5.0795 2.3159 -0.0106 0.0802 0.3620
F 2.7868 -3.3599 1.2565 0.0055 0.1311 0.3872
S 1.3462 -4.9018 -0.2542 -0.4055 0.9033 -0.2781
O 1.6810 -3.8347 -1.1304 0.3492 0.8064 -0.4134
O 1.5080 -6.2261 -0.7520 -0.1146 -0.6479 0.4405
N -0.0715 -4.5366 0.4048 0.2379 -1.4157 0.1016
S -0.9308 -5.8187 0.8770 -0.5978 -0.0373 0.2412
O -1.8480 -6.2773 -0.1203 -0.0389 -0.0112 -0.2219
O -0.2166 -6.8070 1.6354 0.1468 0.2178 0.0439
C -2.0267 -4.9656 2.1004 0.4885 0.4707 -0.1130
F -2.8601 -4.1221 1.4847 0.0085 -0.0010 0.0016
F -2.7371 -5.8793 2.7430 -0.1672 -0.1491 0.1894
F -1.3098 -4.2566 2.9875 -0.1660 -0.2232 -0.0917
C 0.1350 -0.8223 3.8206 0.1567 0.9796 -0.5982
F 0.3041 -2.1088 4.0358 0.0375 -0.3289 0.0312
F 0.8724 -0.1204 4.6711 0.3171 -0.1286 0.3868
F 0.5804 -0.5290 2.5868 -0.1788 -0.1903 0.0468
S -1.6305 -0.2948 4.1035 -0.3373 -1.6968 -1.0733
O -2.1673 -1.4120 4.8079 -0.1561 -0.5820 0.2000
O -1.5812 0.9373 4.7961 0.2601 1.3311 0.2010
N -2.2155 -0.2060 2.5447 0.2289 0.7105 2.0984
S -3.5756 0.6413 2.6976 -0.6753 1.1587 -0.7666
O -4.5197 0.0940 3.6190 -0.3033 -0.5805 0.2895
O -3.4220 2.0734 2.7640 0.4915 -0.1288 -0.2539
C -4.3077 0.4103 1.0232 0.3880 0.0034 -0.0886
F -5.4128 1.1633 0.9530 0.0793 -0.2481 -0.0052
F -3.4538 0.8337 0.0824 -0.1165 -0.1284 0.0267
F -4.6147 -0.8583 0.7944 -0.1203 0.0094 -0.0565
```
Positions in Å, forces in eV/Å.

- E_tot (eV) = -208352.9313
- LUMO level (eV) = 2.83
- total charge = -2

Löwdin atomic charge list, values in e, 2 entries: atom 1 (N): 0.274, atom 2 (H): 0.080

=====

2.
Computed, not measured: a molecular structure, C12H16N, with ωB97M-V/def2-TZVPD.

The geometry in XYZ format:
```
29
Properties=species:S:1:pos:R:3:forces:R:3
C -0.8268 -2.3223 3.1809 1.2103 -1.3248 0.5115
C -0.1079 -1.1358 3.1098 -0.4969 0.9091 0.5462
C -1.6033 -2.7173 2.1187 -0.6276 1.1061 -0.4770
C -0.2566 -0.2653 2.0493 -2.1002 -2.5047 -0.0890
C -1.8110 -1.8071 1.0712 0.5635 -1.1760 -1.3449
C -1.1403 -0.5797 0.9948 1.0305 -0.6802 0.8465
C 0.5369 -1.4998 -1.4831 2.2742 -1.2526 -0.7270
C -0.8656 1.5851 -0.3504 2.8345 2.0778 0.6249
C -0.1180 1.8954 -1.6680 -1.3146 1.8742 0.4294
C -1.2129 0.1982 -0.2419 0.8179 -2.2560 -0.3915
C 0.8481 0.8075 -1.7752 2.5317 0.8880 0.9831
C 2.0777 1.0001 -0.8488 -1.0333 1.8828 0.1909
N 0.2212 -0.3188 -1.3136 -5.1007 -1.8114 3.0297
H -0.6176 -3.0522 3.9843 -0.3517 0.6975 -0.2905
H 0.4369 -0.7209 3.9561 0.1459 -0.6269 -0.0553
H -2.1054 -3.6685 2.0859 -0.0062 -0.1786 0.1036
H 0.1204 0.6582 2.2161 1.4665 2.8315 -0.2072
H -2.2828 -2.2394 0.1552 -0.1393 0.7899 0.8394
H 1.4431 -1.7471 -2.0555 -0.3173 0.2360 -0.1506
H 0.1479 -2.3379 -0.9689 -1.1929 -0.4617 0.5474
H -0.0753 1.9240 0.3851 -1.1565 -0.7872 -0.1097
H -1.7092 2.1631 -0.1335 -1.3432 1.2016 -0.0954
H -0.7364 1.7605 -2.5259 -0.9295 0.7387 -0.6485
H 0.3356 2.9256 -1.5844 -0.5121 -1.2013 -0.5375
H -2.1584 -0.1160 -0.6856 0.4340 0.1662 -1.0899
H 1.0547 0.4785 -2.7448 1.1821 0.6730 -2.0041
H 1.8735 1.8933 -0.1027 0.8259 -2.1306 -1.4066
H 2.9285 1.1548 -1.4662 0.8446 0.7356 -0.3151
H 2.2248 0.0391 -0.4262 0.4605 -0.4157 1.2873
```
Positions in Å, forces in eV/Å.

- E_tot (eV) = -14184.7805
- LUMO level (eV) = -3.73
- total charge = +1

Löwdin atomic charge list, values in e, 2 entries: atom 1 (C): -0.056, atom 2 (C): -0.051

=====

3.
Computed, not measured: a single C12H16N2 molecule, with ωB97M-V/def2-TZVPD.

The geometry in XYZ format:
```
30
Properties=species:S:1:pos:R:3:forces:R:3
C 3.3891 1.4272 -0.7033 -1.9808 1.5262 -1.3852
C 2.2243 0.7659 0.0257 1.5012 2.3727 1.0250
C 1.5530 -0.2707 -0.3916 -3.3002 -1.8350 -0.0246
C 0.3215 -0.8272 0.3190 1.6762 1.1027 1.2992
C 0.0008 -0.1710 1.4172 0.0059 -1.2650 -0.7200
N -0.5616 0.4263 2.3121 1.4215 -0.0226 0.6485
C -1.7663 1.0941 1.8919 -2.4166 0.7531 2.5335
C -2.3181 0.3827 0.7522 -1.7955 -0.9321 -1.7560
C -2.1728 0.7085 -0.5366 -0.8140 1.6608 0.0820
C -1.7149 2.0654 -1.0399 3.5078 -1.0417 0.1014
C -2.7072 -0.0429 -1.6428 0.2137 -0.1587 0.7824
N -3.0957 -0.5319 -2.6030 -0.1875 -0.3427 -0.4071
C -0.1685 -2.2338 0.0975 0.8898 -0.6634 1.6108
C 1.0618 -3.1458 0.2741 0.8730 1.0839 -0.1893
H 3.6686 0.9302 -1.6615 -0.1569 0.1261 0.8667
H 3.0354 2.5363 -1.0387 1.1275 -2.3717 1.0649
H 4.1962 1.4303 0.0059 0.6954 0.4972 -0.0775
H 2.0177 1.3080 1.0465 0.0806 -1.4158 -1.9282
H 1.5816 -0.8517 -1.3099 1.1691 0.6770 -0.4050
H -2.4600 0.9540 2.8554 1.1125 0.8239 -2.2723
H -1.6025 2.1552 1.6510 0.0045 -0.3184 0.5361
H -2.8672 -0.5452 0.9332 0.4202 0.0704 0.1888
H -2.3551 2.4639 -1.7669 -1.0548 0.4476 -0.9868
H -1.5166 2.8054 -0.2831 -0.2934 0.1177 0.5125
H -0.6772 1.9515 -1.5351 -1.5063 0.0373 0.4606
H -0.4174 -2.4058 -0.9300 -1.2713 0.2701 -0.4737
H -0.9222 -2.4911 0.9275 0.6069 0.3091 -1.8984
H 1.9440 -2.5660 -0.0491 -0.2068 -0.3242 0.0505
H 1.2296 -3.2890 1.3240 0.1255 -0.6800 0.4975
H 1.0994 -4.0330 -0.3418 -0.4472 -0.5046 0.2635
```
Positions in Å, forces in eV/Å.

- E_tot (eV) = -15679.2176
- LUMO level (eV) = 0.59
- SMILES = C/C=C/C(=C=NC/C=C(\C)C#N)CC

Löwdin atomic charge list, values in e, 2 entries: atom 1 (C): -0.115, atom 2 (C): -0.186

=====

4.
Computed, not measured: 2 unconnected molecules or ions with the total composition C12H16N2O, with ωB97M-V/def2-TZVPD.

The geometry in XYZ format:
```
31
Properties=species:S:1:pos:R:3:forces:R:3
C -0.1351 2.5857 -0.6646 -0.5543 0.0396 -0.8937
C -1.2008 -0.6926 -2.0244 0.0345 -1.9583 -1.3086
C -0.2402 0.0283 -1.3389 0.1864 0.9782 0.5015
C -0.8342 1.3180 -1.0797 -0.2248 -0.3565 0.0682
C -2.1337 1.2905 -1.5643 -0.4879 -0.9358 -0.6479
C -0.9307 -1.9591 -2.5904 -0.9150 -0.0651 0.3128
C 0.3176 -2.5454 -2.3603 0.8160 0.8213 0.9129
C 1.0794 -0.5536 -1.1358 -0.5003 1.0717 -0.1452
C 1.3185 -1.8345 -1.6439 -0.6568 -1.0411 -2.0115
N -2.3211 0.0416 -2.2514 -0.1454 1.6769 1.2834
H -3.2476 -0.3434 -2.3640 0.3725 -0.1261 -0.0474
H -1.6790 -2.4646 -3.1949 -0.0132 0.0608 0.0488
H -2.9548 1.9878 -1.6072 0.2734 0.3300 0.1309
H 0.4883 -3.5185 -2.7971 0.4172 -0.0875 0.0136
H 1.8649 0.1619 -0.9140 0.3127 -0.3254 0.1926
H -0.5632 3.1459 0.1712 0.0906 -0.3472 0.2140
H -0.2772 3.2373 -1.5388 0.4792 0.2139 0.2225
H 2.3124 -2.1982 -1.8941 0.2382 0.0449 0.8533
H 0.9220 2.4031 -0.5249 0.2542 0.1389 0.2122
C 0.8813 -0.5891 3.3455 0.7989 0.3506 -0.8831
C 1.8643 -0.5236 2.1444 -0.9037 -1.0993 -0.3012
C 0.0000 0.6316 3.2974 -1.1139 0.3505 0.7568
O -0.2317 1.3231 4.2838 0.0556 -0.2200 0.0023
N -0.5821 0.8770 2.1011 0.2124 -0.4179 -0.8170
H 0.2971 -1.5054 3.2564 -0.2237 0.1208 0.1285
H 1.4127 -0.6048 4.2923 -0.0722 0.1367 0.0973
H 2.7983 -1.0160 2.4055 0.3470 0.6094 -0.1328
H 1.8789 0.4653 1.6930 0.9444 0.2557 0.4969
H -1.3772 1.4829 1.9515 0.4140 0.1088 0.4061
H -0.2023 0.4585 1.2589 -0.3975 -0.1571 0.0673
H 1.4749 -1.0898 1.2877 -0.0384 -0.1713 0.2666
```
Positions in Å, forces in eV/Å.

- 2S+1 = 2
- E_tot (eV) = -17730.6368
- LUMO level (alpha / beta) (eV) = 3.51 / 3.45
- total charge = -1
- <S²> = 0.773

Löwdin atomic charge list, values in e, 2 entries: atom 1 (C): -0.080, atom 2 (C): -0.297

=====

5.
Computed, not measured: 2 unconnected molecules or ions with the total composition C12H16N2O, with ωB97M-V/def2-TZVPD.

The geometry in XYZ format:
```
31
Properties=species:S:1:pos:R:3:forces:R:3
C -3.6840 -0.7771 -1.1723 0.1811 0.8229 0.1203
C -2.2571 -0.9740 -0.7503 0.3742 -0.1807 -1.4037
C -1.2249 -1.0927 -1.6352 0.6949 -0.1852 -0.1037
N 0.0171 -1.2377 -1.0047 -1.5986 -0.0755 0.2600
C -0.2867 -1.2951 0.3625 0.6464 0.1109 -0.2961
C 0.6170 -1.4934 1.4087 0.2639 -0.1721 -1.5696
C 0.1593 -1.5123 2.6928 -0.4005 0.2633 -0.5178
C -1.2435 -1.3849 2.8879 1.1118 -0.4545 1.3450
C -2.1345 -1.2690 1.8637 -0.5657 1.0518 -0.5705
C -1.6610 -1.0819 0.5513 0.4019 -0.9969 0.2028
H -3.8060 0.2431 -1.5592 -0.1787 0.1177 0.6446
H -4.3139 -0.9540 -0.3042 -0.4152 0.1101 -0.2448
H -4.0260 -1.3351 -2.0419 0.2693 -0.7291 0.2783
H -1.1951 -1.1502 -2.7135 -0.4353 0.1760 -0.0191
H 0.7196 -1.7621 -1.5128 0.1472 0.2401 0.6297
H 1.6225 -1.6797 1.0343 0.2154 0.1024 0.8367
H 0.8952 -1.6013 3.4781 -0.3613 -0.1164 0.3657
H -1.5558 -1.4361 3.9258 -0.3764 -0.0084 -0.1700
H -3.2024 -1.2020 2.0394 0.0617 -0.0468 0.2112
C 3.5942 2.0211 0.4229 0.2848 -0.1420 -0.6499
C 2.2913 1.5589 -0.2043 -1.2519 -0.0355 0.9720
C 1.9051 2.1625 -1.5476 -0.8725 -1.5161 0.0656
N 0.5517 2.0441 -1.8219 0.4152 0.4227 0.0795
O 2.6819 2.5506 -2.3914 0.1853 0.5475 0.2933
H 4.4555 1.6235 -0.1077 0.0796 -0.0737 -0.1019
H 3.6946 1.7318 1.4651 -0.2019 -0.0605 0.0746
H 3.6755 3.1023 0.3454 -0.0603 0.1161 0.1157
H 2.1148 0.4770 -0.2658 0.8616 -0.0781 -0.4560
H 1.4650 1.7220 0.5106 0.1624 0.6615 -0.1978
H 0.2663 2.4532 -2.6930 -0.1641 -0.1540 -0.1329
H -0.1358 1.5486 -1.2627 0.5256 0.2825 -0.0611
```
Positions in Å, forces in eV/Å.

- E_tot (eV) = -17731.5961
- LUMO level (eV) = 0.70
- SMILES = Cc1c[nH]c2ccccc12.CCC(N)=O

Löwdin atomic charge list, values in e, 2 entries: atom 1 (C): -0.043, atom 2 (C): -0.224

=====

6.
Computed, not measured: 2 unconnected molecules or ions with the total composition C12H16N2O, with ωB97M-V/def2-TZVPD.

The geometry in XYZ format:
```
31
Properties=species:S:1:pos:R:3:forces:R:3
C 3.3532 -0.3116 0.5789 -0.1205 0.1837 0.1720
C 2.2279 0.3927 -0.1239 0.1242 0.3448 0.6453
C 2.1393 0.8698 -1.3970 -0.0557 -0.6761 -0.3790
N 1.0126 1.6419 -1.5270 -0.3358 0.3301 -0.2720
C 0.3768 1.7292 -0.3219 -0.3409 -0.0025 -0.1731
C -0.7917 2.4192 0.0166 0.2875 -0.0821 0.0740
C -1.1533 2.3693 1.3404 -0.4408 -0.0573 0.0032
C -0.4719 1.5611 2.2672 -0.1874 0.1341 -0.0055
C 0.6223 0.8169 1.9010 -0.0006 0.1048 -0.0072
C 1.0917 0.9346 0.5771 0.1193 -0.0997 0.6697
H 4.2741 0.2581 0.5199 0.2800 -0.0296 -0.4718
H 3.5135 -1.3310 0.2424 0.1356 -0.1216 -0.0207
H 3.1776 -0.3134 1.6549 -0.3278 -0.3046 -0.0284
H 2.6984 0.5698 -2.2705 0.2318 0.3545 0.0659
H 0.7144 2.1773 -2.3228 0.2473 -0.2090 -0.1787
H -1.3881 2.9287 -0.7315 0.1128 0.1634 0.1007
H -2.0265 2.9114 1.6785 -0.0518 0.0030 -0.0416
H -0.8645 1.5210 3.2749 0.1239 -0.0811 0.0444
H 1.0681 0.1631 2.6426 0.2228 0.0290 -0.1974
C -3.3345 -1.1852 -0.5222 0.4198 0.1971 -0.5157
C -1.8452 -1.2157 -0.1299 -0.6243 0.1202 -0.2803
C -1.1291 -2.4497 -0.6320 0.0128 -0.2799 0.2363
N 0.2117 -2.2977 -0.7792 0.7807 0.1395 0.0014
O -1.6841 -3.5062 -0.8714 -0.0087 0.1122 -0.0369
H -3.5284 -1.9745 -1.2416 -0.1963 -0.3704 0.2531
H -3.5638 -0.2756 -1.0744 -0.0084 0.2738 0.2114
H -4.0063 -1.2462 0.3266 -0.0535 -0.1831 0.0207
H -1.3403 -0.3490 -0.5450 0.1432 0.1787 0.1159
H -1.7394 -1.1634 0.9530 0.1888 -0.0372 0.0524
H 0.7823 -3.0964 -1.0007 -0.2643 -0.1482 -0.0450
H 0.7238 -1.4602 -0.5316 -0.4139 0.0134 -0.0130
```
Positions in Å, forces in eV/Å.

- E_tot (eV) = -17732.1251
- LUMO level (eV) = 0.69
- SMILES = Cc1c[nH]c2ccccc12.CCC(N)=O

Löwdin atomic charge list, values in e, 2 entries: atom 1 (C): -0.036, atom 2 (C): -0.249